{"formula": "C37H61NO2SiSr", "method": "ωB97M-V with the def2-TZVPD basis set", "energy_ha": -1971.8763, "multiplicity": 1, "species": ["Sr", "C", "C", "C", "C", "C", "C", "C", "N", "C", "C", "C", "C", "C", "C", "O", "C", "C", "C", "C", "C", "C", "C", "C", "C", "O", "C", "C", "C", "C", "C", "C", "H", "H", "H", "H", "H", "H", "H", "H", "H", "H", "H", "H", "H", "H", "H", "H", "H", "H", "H", "H", "H", "H", "H", "H", "H", "H", "H", "H", "H", "H", "H", "H", "H", "H", "H", "H", "H", "H", "H", "H", "C", "Si", "C", "C", "C", "C", "C", "C", "C", "C", "H", "H", "H", "H", "H", "H", "H", "H", "H", "H", "H", "H", "H", "H", "H", "H", "H", "H", "H", "H", "H"], "coordinates": [[-0.200, 0.227, -0.126], [2.133, 5.210, 4.878], [1.631, 3.779, 5.118], [2.846, 2.905, 5.442], [0.683, 3.765, 6.328], [0.869, 3.283, 3.898], [1.095, 2.064, 3.319], [0.183, 1.564, 2.356], [-0.010, 0.273, 2.186], [1.014, -0.604, 2.396], [0.937, -1.518, 3.441], [1.980, -2.383, 3.697], [3.046, -2.395, 2.786], [3.106, -1.607, 1.660], [2.071, -0.652, 1.422], [1.965, 0.043, 0.360], [4.256, -1.708, 0.664], [4.872, -0.329, 0.396], [5.379, -2.630, 1.146], [3.697, -2.288, -0.643], [2.064, -3.244, 4.946], [0.797, -3.139, 5.798], [2.257, -4.714, 4.551], [3.258, -2.760, 5.785], [-0.718, 2.479, 1.680], [-1.254, 2.077, 0.609], [-0.925, 3.762, 2.281], [-0.178, 4.088, 3.383], [-2.018, 4.672, 1.728], [-2.313, 5.862, 2.649], [-1.568, 5.204, 0.359], [-3.317, 3.867, 1.576], [2.751, 5.536, 5.712], [2.729, 5.256, 3.969], [1.311, 5.915, 4.780], [3.393, 3.336, 6.278], [2.544, 1.901, 5.727], [3.521, 2.841, 4.592], [1.206, 4.132, 7.209], [-0.191, 4.391, 6.159], [0.339, 2.752, 6.527], [1.818, 1.363, 3.710], [0.075, -1.426, 4.086], [3.861, -3.067, 2.994], [5.304, 0.080, 1.307], [5.659, -0.414, -0.351], [4.121, 0.362, 0.027], [5.792, -2.290, 2.092], [5.033, -3.654, 1.260], [6.182, -2.629, 0.411], [2.918, -1.645, -1.047], [4.494, -2.375, -1.380], [3.272, -3.274, -0.466], [-0.078, -3.451, 5.232], [0.884, -3.784, 6.669], [0.645, -2.121, 6.150], [1.427, -5.047, 3.930], [3.178, -4.865, 3.995], [2.295, -5.334, 5.444], [3.137, -1.707, 6.035], [3.329, -3.328, 6.710], [4.194, -2.872, 5.244], [-0.389, 5.010, 3.896], [-1.442, 6.505, 2.759], [-3.117, 6.460, 2.220], [-2.638, 5.529, 3.634], [-0.622, 5.734, 0.453], [-1.438, 4.383, -0.343], [-2.310, 5.895, -0.038], [-3.598, 3.437, 2.537], [-4.126, 4.501, 1.215], [-3.170, 3.058, 0.866], [-3.698, 0.126, 0.941], [-3.077, -0.616, -0.723], [-3.578, -2.524, -0.559], [-5.082, -2.678, -0.322], [-3.187, -3.354, -1.779], [-2.846, -3.101, 0.654], [-3.895, 0.451, -2.180], [-5.357, 0.784, -1.870], [-3.849, -0.258, -3.532], [-3.131, 1.767, -2.321], [-4.599, 0.726, 0.860], [-2.914, 0.768, 1.321], [-3.874, -0.631, 1.700], [-5.648, -2.461, -1.224], [-5.430, -2.011, 0.459], [-5.310, -3.701, -0.020], [-3.695, -3.014, -2.678], [-3.457, -4.398, -1.618], [-2.114, -3.302, -1.956], [-3.166, -2.617, 1.572], [-1.765, -2.984, 0.555], [-3.067, -4.163, 0.746], [-5.949, -0.116, -1.730], [-5.785, 1.356, -2.693], [-5.441, 1.386, -0.971], [-4.494, -1.131, -3.534], [-2.837, -0.578, -3.776], [-4.192, 0.419, -4.315], [-3.076, 2.295, -1.371], [-3.636, 2.412, -3.039], [-2.109, 1.597, -2.675]], "lowdin_charge": [1.529, -0.042, -0.553, -0.056, -0.033, -0.141, 0.080, -0.201, 0.008, -0.264, 0.034, -0.174, 0.022, -0.082, -0.353, -0.315, -0.536, -0.041, -0.065, -0.036, -0.559, -0.065, -0.043, -0.040, -0.271, -0.219, -0.067, 0.061, -0.530, -0.059, -0.027, -0.033, 0.087, 0.094, 0.075, 0.087, 0.081, 0.093, 0.088, 0.081, 0.091, 0.121, 0.116, 0.094, 0.088, 0.083, 0.068, 0.086, 0.082, 0.084, 0.071, 0.084, 0.090, 0.087, 0.083, 0.081, 0.091, 0.074, 0.083, 0.084, 0.083, 0.077, 0.100, 0.082, 0.088, 0.090, 0.089, 0.075, 0.089, 0.099, 0.092, 0.048, -0.214, 0.696, -0.691, -0.111, -0.120, -0.130, -0.681, -0.111, -0.118, -0.132, 0.019, -0.024, 0.016, 0.068, 0.066, 0.077, 0.056, 0.078, 0.067, 0.061, 0.059, 0.080, 0.068, 0.078, 0.060, 0.063, 0.072, 0.079, 0.051, 0.082, 0.063]}

{"formula": "C11H28BeF3NO9S2", "method": "ωB97M-V with the def2-TZVPD basis set", "total_charge": 2, "e_above_lowest_kcal_mol": 165.4, "multiplicity": 1, "species": ["Be", "N", "H", "H", "H", "H", "C", "O", "H", "H", "H", "O", "S", "O", "O", "C", "C", "C", "H", "H", "H", "H", "H", "H", "H", "H", "O", "S", "O", "O", "C", "C", "C", "H", "H", "H", "H", "H", "H", "H", "H", "C", "C", "O", "C", "O", "C", "F", "F", "F", "H", "H", "H", "H", "H"], "coordinates": [[-27.351, 4.939, -20.928], [-29.208, 6.241, -22.536], [-29.349, 6.800, -23.365], [-28.915, 5.277, -22.599], [-29.869, 6.311, -21.775], [-28.415, 6.716, -22.127], [-28.218, 3.505, -23.283], [-28.277, 4.601, -22.447], [-29.215, 3.223, -23.624], [-27.531, 3.527, -24.128], [-27.920, 2.625, -22.713], [-31.259, 6.291, -23.358], [-31.678, 4.911, -23.091], [-33.113, 4.642, -22.813], [-31.267, 3.890, -24.334], [-31.798, 2.531, -24.263], [-30.802, 1.528, -24.632], [-30.696, 4.194, -21.614], [-32.628, 2.366, -24.950], [-32.214, 2.325, -23.277], [-29.823, 1.734, -24.199], [-30.521, 1.512, -25.685], [-31.008, 0.596, -24.107], [-31.335, 4.314, -20.739], [-29.783, 4.774, -21.485], [-30.485, 3.130, -21.723], [-24.978, 0.171, -24.393], [-25.869, 0.124, -25.538], [-26.850, -0.901, -25.670], [-26.581, 1.647, -25.752], [-25.953, 2.795, -25.286], [-26.376, 4.027, -26.028], [-24.703, 0.265, -26.951], [-24.870, 2.729, -25.385], [-26.160, 2.862, -24.218], [-27.406, 4.195, -25.712], [-26.373, 4.020, -27.117], [-25.789, 4.785, -25.509], [-25.145, -0.089, -27.883], [-23.826, -0.362, -26.789], [-24.341, 1.259, -27.213], [-28.332, -2.179, -18.704], [-28.609, -0.809, -18.142], [-29.229, 0.100, -19.041], [-28.554, 0.994, -19.847], [-27.356, 1.263, -19.704], [-29.364, 1.732, -20.892], [-30.543, 1.161, -21.080], [-29.373, 2.993, -20.432], [-28.798, 1.738, -22.108], [-27.512, -2.109, -19.418], [-29.122, -2.693, -19.252], [-28.074, -2.785, -17.835], [-27.667, -0.477, -17.708], [-29.180, -0.858, -17.214]], "lowdin_charge": [1.286, 0.176, 0.164, -0.326, 0.117, 0.120, -0.058, -0.163, 0.091, 0.053, 0.089, -0.288, 0.792, -0.259, -0.250, -0.252, -0.058, -0.065, 0.144, 0.115, 0.042, 0.111, 0.112, 0.115, 0.013, 0.051, -0.296, 0.682, -0.242, -0.260, -0.371, -0.039, -0.095, 0.126, 0.086, 0.060, 0.109, 0.098, 0.073, 0.077, 0.068, -0.049, -0.218, 0.047, -0.281, 0.136, -0.519, 0.232, 0.063, 0.110, 0.085, 0.088, 0.097, 0.127, 0.135]}

{"formula": "C6H17N3", "method": "ωB97M-V with the def2-TZVPD basis set", "e_above_lowest_kcal_mol": 93.6, "multiplicity": 1, "species": ["C", "C", "C", "C", "C", "H", "H", "H", "H", "H", "H", "H", "H", "H", "H", "H", "H", "C", "N", "N", "N", "H", "H", "H", "H", "H"], "coordinates": [[-1.115, 0.300, -0.462], [-0.534, -0.533, 1.222], [-0.664, 0.335, -1.909], [-1.701, 1.614, -0.006], [-1.116, -1.920, 1.320], [-1.919, -0.441, -0.484], [-0.944, 0.169, 1.949], [0.506, -0.525, 1.542], [-0.003, 1.180, -2.101], [-1.531, 0.508, -2.552], [-0.224, -0.607, -2.227], [-2.338, 1.473, 0.867], [-0.914, 2.325, 0.247], [-2.317, 2.055, -0.793], [-1.051, -2.310, 2.337], [-2.169, -1.921, 1.047], [-0.620, -2.609, 0.642], [2.411, -0.036, -0.052], [2.190, -1.222, -0.819], [1.384, 1.026, -0.160], [1.366, 1.947, 0.657], [1.889, 1.736, 1.536], [2.257, -1.044, -1.810], [1.283, -1.621, -0.619], [3.349, 0.423, -0.383], [2.524, -0.301, 1.010]], "lowdin_charge": [-0.316, -0.150, -0.129, -0.129, -0.147, 0.083, 0.073, 0.040, 0.062, 0.077, 0.057, 0.069, 0.048, 0.075, 0.072, 0.066, 0.064, -0.312, 0.028, -0.108, 0.074, 0.063, 0.070, 0.048, 0.121, 0.101]}

{"formula": "C4H8OS2", "method": "ωB97M-V with the def2-TZVPD basis set", "total_charge": -1, "e_above_lowest_kcal_mol": 31.0, "multiplicity": 2, "species": ["C", "C", "O", "C", "S", "S", "C", "H", "H", "H", "H", "H", "H", "H", "H"], "coordinates": [[0.143, -0.080, 1.270], [0.675, -1.360, 1.011], [0.823, -2.287, 1.784], [1.000, 1.064, 0.768], [1.264, 1.171, -0.907], [-1.469, 1.299, -0.989], [-1.305, -0.101, -2.019], [-0.936, -0.088, 1.052], [0.022, 0.027, 2.448], [0.935, -1.658, -0.025], [1.950, 1.164, 1.363], [0.598, 1.990, 1.015], [-0.400, -0.799, -1.842], [-1.121, 0.450, -2.869], [-2.177, -0.791, -2.059]], "lowdin_charge": [-0.318, -0.347, -0.002, -0.812, 0.438, 0.358, -0.695, 0.064, 0.153, 0.107, 0.078, 0.006, 0.013, -0.064, 0.020]}

{"formula": "C22H66O11", "method": "ωB97M-V with the def2-TZVPD basis set", "e_above_lowest_kcal_mol": 66.3, "multiplicity": 1, "species": ["C", "C", "O", "H", "H", "H", "H", "H", "H", "C", "C", "O", "H", "H", "H", "H", "H", "H", "C", "C", "O", "H", "H", "H", "H", "H", "H", "C", "C", "O", "H", "H", "H", "H", "H", "H", "C", "C", "O", "H", "H", "H", "H", "H", "H", "C", "C", "O", "H", "H", "H", "H", "H", "H", "C", "C", "O", "H", "H", "H", "H", "H", "H", "C", "C", "O", "H", "H", "H", "H", "H", "H", "C", "C", "O", "H", "H", "H", "H", "H", "H", "C", "C", "O", "H", "H", "H", "H", "H", "H", "C", "C", "O", "H", "H", "H", "H", "H", "H"], "coordinates": [[-4.766, 2.942, 3.526], [-5.443, 1.510, 3.424], [-4.928, 0.518, 4.248], [-3.696, 2.914, 3.219], [-4.881, 3.391, 4.538], [-5.219, 3.549, 2.794], [-5.424, 1.189, 2.348], [-6.477, 1.568, 3.715], [-3.962, 0.525, 4.256], [-3.719, 2.598, -2.481], [-2.455, 2.362, -3.261], [-1.363, 2.781, -2.367], [-4.639, 2.328, -2.994], [-3.845, 3.610, -2.158], [-3.745, 2.033, -1.520], [-2.386, 3.002, -4.174], [-2.357, 1.281, -3.483], [-1.674, 2.734, -1.456], [-0.994, -5.562, -2.181], [-0.504, -4.315, -1.529], [-1.550, -3.482, -1.109], [-0.136, -6.225, -2.283], [-1.379, -5.314, -3.178], [-1.799, -6.034, -1.583], [0.119, -3.754, -2.237], [0.226, -4.581, -0.731], [-1.180, -2.554, -1.049], [3.572, -1.400, 2.998], [3.243, -0.114, 2.326], [3.562, -0.268, 0.907], [4.651, -1.396, 3.164], [3.231, -2.253, 2.416], [3.066, -1.552, 3.951], [3.996, 0.609, 2.707], [2.228, 0.284, 2.475], [3.337, 0.636, 0.613], [0.037, 1.545, 5.650], [-1.453, 1.369, 5.510], [-1.917, 0.862, 4.212], [0.264, 2.001, 6.599], [0.426, 2.132, 4.824], [0.577, 0.578, 5.572], [-1.959, 2.349, 5.591], [-1.877, 0.756, 6.296], [-1.621, -0.052, 3.976], [1.361, 2.032, -4.019], [1.895, 3.265, -3.303], [1.035, 4.368, -3.458], [0.385, 1.746, -3.681], [2.064, 1.214, -3.841], [1.270, 2.159, -5.074], [2.891, 3.511, -3.702], [2.063, 3.013, -2.259], [0.183, 3.897, -3.550], [5.007, 3.128, 0.225], [3.567, 3.302, 0.724], [2.802, 2.222, 0.263], [5.331, 2.167, 0.644], [5.605, 3.955, 0.601], [5.032, 3.046, -0.904], [3.057, 4.202, 0.412], [3.567, 3.339, 1.837], [2.129, 2.546, -0.347], [-0.100, -2.902, -4.757], [-1.382, -2.267, -4.214], [-1.236, -0.865, -4.110], [-0.280, -3.934, -5.040], [0.753, -2.885, -4.110], [0.141, -2.411, -5.701], [-1.554, -2.730, -3.239], [-2.216, -2.438, -4.912], [-0.942, -0.649, -3.184], [4.067, -2.673, -1.659], [2.813, -3.142, -0.961], [1.967, -2.102, -0.497], [3.757, -1.844, -2.359], [4.452, -3.459, -2.330], [4.866, -2.290, -1.021], [2.890, -3.876, -0.123], [2.216, -3.649, -1.747], [2.386, -1.546, 0.183], [-0.463, 1.004, 0.279], [0.492, 0.556, -0.790], [0.000, -0.647, -1.369], [-0.308, 0.395, 1.186], [-1.509, 0.873, -0.099], [-0.365, 2.109, 0.439], [1.505, 0.300, -0.384], [0.577, 1.276, -1.586], [0.680, -1.332, -1.126], [-2.662, -1.536, 1.742], [-1.385, -2.222, 2.247], [-0.998, -1.728, 3.617], [-2.842, -1.786, 0.671], [-2.557, -0.419, 1.806], [-3.651, -1.854, 2.218], [-0.487, -2.031, 1.656], [-1.615, -3.277, 2.302], [-1.439, -2.230, 4.322]], "lowdin_charge": [-0.073, -0.324, -0.091, 0.067, 0.079, 0.035, 0.109, 0.095, 0.042, -0.100, -0.243, -0.127, 0.077, 0.068, 0.085, 0.129, 0.100, 0.054, -0.074, -0.380, -0.090, 0.079, 0.070, 0.091, 0.073, 0.114, 0.081, -0.082, -0.287, -0.128, 0.084, 0.071, 0.077, 0.116, 0.117, 0.025, -0.090, -0.281, -0.143, 0.068, 0.070, 0.077, 0.114, 0.105, 0.038, -0.077, -0.319, -0.069, 0.037, 0.087, 0.074, 0.117, 0.072, 0.059, -0.064, -0.298, -0.118, 0.069, 0.072, 0.097, 0.114, 0.121, 0.071, -0.085, -0.304, -0.107, 0.066, 0.049, 0.074, 0.080, 0.120, 0.065, -0.077, -0.297, -0.125, 0.097, 0.078, 0.069, 0.127, 0.097, 0.056, -0.063, -0.304, -0.119, 0.073, 0.083, 0.092, 0.104, 0.072, 0.044, -0.089, -0.223, -0.131, 0.072, 0.063, 0.101, 0.098, 0.105, 0.095]}

{"formula": "C5H7NO", "method": "ωB97M-V with the def2-TZVPD basis set", "e_above_lowest_kcal_mol": 98.2, "multiplicity": 1, "species": ["O", "C", "C", "C", "C", "N", "C", "H", "H", "H", "H", "H", "H", "H"], "coordinates": [[2.381, 0.196, 0.248], [1.233, 0.524, -0.492], [0.172, -0.549, -0.702], [-0.356, -0.453, 0.754], [-1.750, -0.248, 0.190], [-0.927, 0.505, -0.832], [0.004, 0.978, 0.292], [2.455, -0.765, 0.288], [1.491, 1.128, -1.370], [0.175, -1.426, -1.359], [-0.005, -0.978, 1.648], [-2.273, -1.116, -0.228], [-2.443, 0.391, 0.749], [-0.192, 1.916, 0.818]], "lowdin_charge": [-0.009, -0.285, -0.177, -0.144, -0.130, 0.033, -0.160, 0.097, 0.149, 0.142, 0.126, 0.107, 0.107, 0.143]}

{"formula": "C8H14N3O5", "method": "ωB97M-V with the def2-TZVPD basis set", "energy_ha": -853.1650, "total_charge": 1, "multiplicity": 1, "species": ["O", "N", "O", "C", "N", "C", "C", "N", "C", "H", "H", "H", "H", "H", "H", "C", "C", "O", "C", "O", "O", "C", "H", "H", "H", "H", "H", "H", "H", "H"], "coordinates": [[-5.117, 2.439, -0.709], [-4.924, 1.923, -1.802], [-3.822, 2.411, -2.404], [-2.860, 1.284, -2.641], [-2.707, 0.616, -1.261], [-2.071, 1.376, -0.107], [-2.213, 0.190, 1.049], [-2.912, -1.026, 0.431], [-3.227, -0.785, -1.029], [-3.344, 0.531, -3.427], [-1.829, 1.704, -3.005], [-1.630, 2.458, -0.032], [-1.877, 0.262, 2.178], [-3.157, -1.920, 0.950], [-3.762, -1.451, -1.836], [4.068, -0.192, 2.964], [4.703, -0.260, 1.586], [4.013, -1.194, 0.748], [2.838, -0.759, 0.230], [2.335, 0.340, 0.403], [2.300, -1.771, -0.500], [1.006, -1.479, -1.024], [3.999, -1.191, 3.406], [4.651, 0.452, 3.629], [3.048, 0.202, 2.913], [5.733, -0.620, 1.681], [4.750, 0.728, 1.112], [1.009, -0.542, -1.590], [0.277, -1.437, -0.210], [0.723, -2.289, -1.702]], "lowdin_charge": [0.071, -0.054, -0.118, -0.071, -0.110, 0.103, 0.056, 0.042, 0.082, 0.168, 0.173, 0.164, 0.145, 0.175, 0.179, -0.068, -0.212, 0.031, -0.546, 0.095, 0.001, -0.065, 0.084, 0.084, 0.070, 0.128, 0.127, 0.092, 0.077, 0.097]}